(1)
Below is C26H35EuO5S as an isolated structure, with properties calculated with ωB97M-V/def2-TZVPD.

```
68
Properties=species:S:1:pos:R:3:forces:R:3
O 1.6729 4.7566 -0.8166 1.38 3.07 -1.08
C 2.1842 5.1358 -2.1453 -0.54 -0.70 -0.40
C 2.8338 6.4143 -1.6834 -0.16 -0.20 0.31
H 1.3349 5.2783 -2.8259 0.27 -0.19 -0.02
H 2.9058 4.4229 -2.5403 -0.30 -0.17 0.05
C 2.1685 6.0608 -0.3334 0.00 0.56 0.45
H 2.4925 7.3097 -2.1977 -0.02 0.11 0.22
H 3.9246 6.3626 -1.6947 -0.13 0.10 0.16
C 0.9835 6.9550 -0.0033 -0.02 -0.05 0.07
H 0.2863 6.9776 -0.8502 0.11 -0.05 0.19
H 1.3082 7.9832 0.1908 0.03 -0.14 0.05
H 0.4566 6.5740 0.8800 0.05 0.08 -0.19
C 3.1413 5.8841 0.8169 -0.09 0.08 0.08
H 3.9289 5.1710 0.5432 -0.26 0.04 0.13
H 2.6092 5.5463 1.7161 0.23 -0.06 -0.19
H 3.6292 6.8408 1.0433 -0.14 -0.10 -0.02
Eu -0.5172 -0.6426 0.5943 1.24 -0.29 0.48
C 1.5894 -2.4685 1.9150 0.95 0.16 -0.55
C 1.8380 -3.0560 0.6389 0.63 0.87 0.38
C 2.6447 -2.1528 -0.1159 -0.24 -0.40 0.67
H 1.5676 -4.0568 0.3253 -0.23 0.41 0.02
C 2.9711 -1.0554 0.7222 -0.37 0.14 0.26
C 2.3176 -1.2445 1.9785 -0.25 -0.08 -0.46
H 2.3846 -0.5877 2.8471 -0.01 -0.13 -0.24
H 0.9928 -2.8975 2.7138 0.12 0.06 -0.16
H 2.9989 -2.3291 -1.1305 0.01 0.05 0.23
H 3.6837 -0.2630 0.4907 -0.28 -0.14 0.08
C -2.4376 -1.0832 2.6647 0.05 0.62 0.48
C -1.2894 -0.5531 3.3303 -0.36 0.13 -0.24
C -1.1093 0.7934 2.8924 -0.52 -0.24 -0.07
H -0.6893 -1.0797 4.0860 -0.23 0.29 -0.60
C -2.1633 1.1006 1.9743 -0.02 -0.19 0.15
C -2.9971 -0.0596 1.8529 0.52 0.19 0.21
H -3.9294 -0.1328 1.2883 0.44 0.01 0.06
H -2.8560 -2.0827 2.8151 0.26 0.46 -0.13
H -0.3168 1.4712 3.2180 -0.28 -0.23 -0.14
H -2.3008 2.0501 1.4385 0.03 -0.45 0.36
O 0.3978 1.6863 -1.3888 0.50 -1.45 -1.06
C 1.5099 2.1416 -0.5867 -0.21 1.16 0.68
C 2.7845 1.8923 -1.3657 0.35 -1.12 -0.60
H 1.5250 1.7025 0.4341 -0.07 -0.24 -0.62
H 1.3643 3.2265 -0.5010 -0.09 -1.60 0.49
C 2.2713 1.8297 -2.8342 0.08 0.43 0.48
H 3.1340 0.8848 -1.0864 0.10 0.32 -0.28
H 3.6246 2.5831 -1.1814 -0.55 0.02 -0.01
C 0.9717 1.0633 -2.6037 0.08 -0.10 0.61
H 2.9809 1.3929 -3.5567 -0.35 -0.15 0.41
H 2.0304 2.8417 -3.1976 -0.02 -0.43 0.05
H 1.2149 -0.0062 -2.3981 -0.35 0.56 -0.17
H 0.2563 1.1546 -3.4299 0.01 -0.06 0.40
C -5.5720 -7.6061 0.0510 -0.16 -0.37 0.02
C -4.4973 -6.5594 -0.0660 -0.03 0.19 -0.40
C -4.1686 -5.7791 1.0389 -0.23 -0.05 -0.10
C -3.2377 -4.7534 0.9376 0.22 0.23 0.05
C -2.6006 -4.5119 -0.2848 -0.02 -0.77 -0.31
C -2.8727 -5.3391 -1.3801 -0.29 -0.02 0.23
C -3.8291 -6.3402 -1.2803 -0.34 -0.02 0.58
S -1.1950 -3.4219 -0.4196 -0.08 1.25 1.62
O -0.9193 -3.0702 1.0077 -0.60 -1.04 -1.59
O -0.1901 -4.1720 -1.1340 -0.74 0.10 -0.13
O -1.5911 -2.1264 -1.0676 0.02 -1.22 -0.34
H -5.2591 -8.3959 0.7455 -0.06 0.02 -0.17
H -6.5164 -7.2094 0.4470 0.26 0.11 -0.07
H -5.8044 -8.0633 -0.9198 0.16 0.06 0.23
H -4.6766 -5.9988 1.9841 0.26 0.25 -0.23
H -2.9798 -4.1728 1.8254 0.05 -0.07 -0.44
H -2.3250 -5.2324 -2.3046 0.12 0.19 0.01
H -4.0733 -6.9841 -2.1238 0.14 0.19 0.05
```
Forces are in eV/Å.

Calculated values
HOMO (alpha / beta) = -3.2 / -3.3 eV
multiplicity = 8
charge = -1
orbital gap (alpha / beta) = 5.36 / 5.42 eV
<S²> = 15.760

Mulliken atomic charge list, values in e, 8 entries:
1 O -0.54
2 C -0.39
3 C -0.88
4 H 0.21
5 H 0.35
6 C 1.49
7 H 0.33
8 H 0.30

(2)
Below is C23H22N5SSn as an isolated structure, with properties calculated with ωB97M-V/def2-TZVPD.

```
52
Properties=species:S:1:pos:R:3:forces:R:3
Sn -7.5772 -15.0210 -6.1939 1.06 0.87 -0.73
N -10.6911 -18.0170 -5.5220 0.48 1.10 0.18
C -11.5496 -16.9780 -5.0936 0.50 -0.44 -0.84
C -10.8335 -15.8195 -5.1162 0.48 0.64 -0.26
N -9.5253 -16.0946 -5.5302 -1.21 -1.65 0.76
C -9.4672 -17.4202 -5.7339 -0.33 1.11 -0.38
C -8.2018 -17.9250 -6.2581 2.88 0.50 -1.01
N -6.9768 -17.2248 -6.1489 -2.05 -2.63 0.01
C -5.9933 -18.0200 -6.8259 -1.52 1.03 1.22
C -6.6773 -19.0515 -7.3820 0.75 -0.27 -0.58
N -7.9979 -18.9827 -7.1017 -1.23 0.38 1.05
H -10.9418 -19.0036 -5.6660 0.22 0.91 0.27
H -12.6100 -17.1145 -4.9702 0.09 -0.23 0.24
H -11.1648 -14.7651 -4.9281 0.36 -1.44 -0.13
H -4.8959 -17.8361 -6.7583 -1.40 0.02 -0.19
H -6.3456 -19.8335 -8.0072 0.52 -0.66 -0.42
H -8.7188 -19.6062 -7.4951 0.74 0.54 0.50
C -1.0440 -16.4495 -9.9090 -0.56 0.02 -0.34
C -1.8519 -17.2395 -8.8850 2.01 -1.19 0.64
C -2.9810 -18.0335 -9.5172 0.41 -0.95 -1.05
C -0.8515 -18.2943 -8.2815 -0.25 -0.38 -1.06
C -2.2141 -16.2480 -7.7936 0.90 0.57 0.03
C -1.1325 -15.6693 -7.0234 -1.42 0.01 0.06
C -1.4199 -14.8089 -5.9607 2.14 -0.33 -1.72
C -2.7111 -14.3506 -5.8354 -0.28 -0.90 0.98
S -3.1773 -13.3723 -4.4991 -1.76 -0.41 -0.13
C -4.8373 -13.9331 -4.7654 0.57 -1.52 -1.98
N -4.9938 -14.7818 -5.7992 0.22 1.38 0.60
C -3.8003 -14.9980 -6.4728 1.32 1.10 0.62
C -3.5083 -15.8216 -7.5781 -1.58 -0.72 1.06
C -5.9818 -13.6262 -3.9533 -1.38 1.06 1.04
C -5.8359 -12.7086 -2.8910 -0.40 -1.05 -0.18
C -6.9174 -12.4544 -2.0273 1.12 -0.10 -0.75
C -8.1275 -13.0998 -2.2474 -1.13 0.35 0.63
C -8.2901 -14.0046 -3.3194 -0.03 -0.14 -0.20
C -7.2567 -14.2326 -4.2275 1.05 0.34 0.95
H -0.8875 -17.0464 -10.8101 -0.14 0.28 -0.12
H -0.0655 -16.1881 -9.5260 0.13 0.10 0.16
H -1.6024 -15.5316 -10.0693 0.18 0.19 -0.77
H -2.5650 -18.6193 -10.4131 -0.69 1.00 1.16
H -3.7814 -17.3946 -9.8223 -0.49 0.51 -0.71
H -3.4718 -18.7916 -8.8934 0.45 0.15 0.38
H -0.5384 -19.1176 -9.0021 -0.46 1.21 0.68
H -1.3559 -18.7416 -7.4675 -0.58 -0.94 0.95
H 0.0247 -17.8534 -7.8330 0.39 0.23 -0.25
H -0.0890 -15.8482 -7.2826 -0.41 -0.34 0.27
H -0.5409 -14.5135 -5.3467 -1.07 0.24 -0.34
H -4.4188 -16.2478 -8.0445 1.02 0.14 -0.15
H -4.8391 -12.2853 -2.7365 -0.48 0.10 0.20
H -6.7100 -11.7724 -1.2030 -0.57 -0.15 -0.14
H -8.9830 -12.8067 -1.5748 0.92 -0.73 -0.78
H -9.2040 -14.6174 -3.5019 0.51 1.05 0.59
```
Forces are in eV/Å.

Calculated values
HOMO = -10.5 eV
charge = +1
orbital gap = 7.15 eV

Mulliken atomic charge list, values in e, 8 entries:
1 Sn 0.52
2 N -0.14
3 C -0.55
4 C -0.39
5 N -0.02
6 C 0.25
7 C 0.01
8 N -0.11

(3)
Below is C2H2N3O3 as an isolated structure, with properties calculated with ωB97M-V/def2-TZVPD.

```
10
Properties=species:S:1:pos:R:3:forces:R:3
C 1.7845 -1.3749 0.1654 1.72 1.19 -0.78
C 3.0872 0.4368 0.0237 1.15 -2.15 -0.97
N 2.9833 -0.9527 -0.1280 0.34 1.02 0.26
N 0.9714 -0.3589 0.8049 -1.93 2.60 0.11
N -0.2463 -0.2281 0.2553 1.14 -0.16 0.84
O 1.3025 -2.4542 -0.0332 -1.63 -2.19 0.07
O 4.1108 0.9894 -0.3151 0.69 1.31 0.08
O 2.0409 1.0858 0.4648 -2.40 -1.57 0.62
H -0.9846 0.3058 0.6502 0.20 0.45 1.34
H -0.4313 -0.3105 -0.7073 0.72 -0.50 -1.57
```
Forces are in eV/Å.

Calculated values
HOMO = -4.5 eV
charge = -1
orbital gap = 8.25 eV

Mulliken atomic charge list, values in e, 8 entries:
1 C 0.58
2 C 0.60
3 N -0.63
4 N 0.02
5 N -0.25
6 O -0.63
7 O -0.66
8 O -0.42

(4)
Below is a 14-piece molecular cluster, C4H38N3O13 overall, with properties calculated with ωB97M-V/def2-TZVPD.

```
58
Properties=species:S:1:pos:R:3:forces:R:3
C -2.7905 0.4171 2.5159 -0.08 1.46 1.17
C -1.7730 -0.2695 1.6434 0.98 -2.03 -0.70
C -0.2779 0.1181 1.7492 -1.10 1.74 0.75
N 0.1838 0.8500 0.5654 0.58 -1.14 -0.02
C 1.0658 0.3084 -0.2860 0.56 -0.02 -2.59
N 1.4905 -0.9533 -0.1991 -1.24 -0.66 1.88
N 1.4572 0.9697 -1.4091 -0.65 0.88 1.11
H -3.5915 0.9983 2.0598 -0.14 -0.59 -0.68
H -2.3669 1.2300 3.1245 0.56 -0.20 -0.06
H -3.2233 -0.2214 3.2866 -0.12 -0.28 -0.33
H -1.7284 -1.3364 1.8600 -0.44 0.01 0.45
H -2.0085 -0.3551 0.5790 -0.35 0.64 0.03
H -0.2397 0.7999 2.6072 0.10 0.30 -0.21
H 0.4636 -0.6127 2.0306 -0.29 -0.62 -0.46
H -0.3947 1.6271 0.2900 0.12 0.12 -0.33
H 0.7825 -1.6298 0.1465 0.36 0.15 0.23
H 2.2393 -1.3985 -0.6937 0.18 0.82 -0.51
H 2.2520 0.6598 -1.9399 -0.05 -0.44 0.11
H 1.1608 1.9473 -1.5694 0.59 -0.60 0.19
H 0.7079 0.2352 -4.5958 0.17 -0.09 0.86
H -0.3699 0.9735 -3.6207 0.66 -0.53 0.52
O -0.1168 0.7087 -4.5026 -0.86 0.52 -1.34
H -2.3003 -4.1027 -2.0413 0.23 0.10 0.05
H -3.7432 -3.6385 -2.0742 -0.08 0.09 0.15
O -2.8744 -3.3799 -1.7301 -0.11 -0.17 -0.10
H 3.0430 1.2757 2.3683 -0.07 0.89 0.81
H 1.6357 1.2014 3.2833 0.56 0.85 0.50
O 2.2013 0.8914 2.5911 0.03 -1.99 -1.21
H 0.6325 -5.9430 0.6001 -1.33 -0.91 -0.68
H 1.8805 -5.4437 1.0601 0.19 0.78 0.25
O 0.9731 -5.1262 0.9243 1.13 0.21 0.46
H -2.4012 -1.6456 -2.2011 0.21 0.03 0.52
H -1.8188 -1.1450 -3.4365 0.44 0.55 -0.12
O -1.8926 -0.8667 -2.5103 -0.66 -0.28 -0.29
H -0.0490 -3.4858 0.9752 -0.49 -0.87 -0.84
H -1.1751 -2.7439 -0.0429 0.11 -1.15 -0.05
O -0.5087 -2.7045 0.6500 0.44 1.56 0.66
H 5.5389 -0.9557 -1.2841 -0.37 -0.30 0.08
H 5.5209 0.5128 -1.2365 -0.35 0.30 0.12
O 4.9308 -0.2344 -1.0725 0.59 0.00 -0.22
H 2.5218 -3.9465 -3.2740 0.30 -0.24 0.75
H 2.8290 -2.8383 -2.1158 0.33 -0.96 0.22
O 2.4598 -3.0378 -2.9738 -0.61 1.15 -1.05
H 1.3188 1.8784 5.8787 0.64 0.00 -0.42
H 1.2648 2.5531 4.3963 0.64 0.09 0.31
O 0.8072 2.3303 5.2089 -1.26 0.18 0.00
H 0.4724 3.7366 -2.7111 0.43 -0.05 -0.15
H 0.0255 3.5555 -1.3210 -0.16 0.13 0.41
O 0.8391 3.5055 -1.8447 -0.90 0.79 -0.33
H -2.8534 3.8993 -0.5168 0.25 0.68 0.28
H -2.6639 2.4773 -0.8068 0.76 -0.10 0.44
O -2.1627 3.2429 -0.3947 -0.34 -0.39 -0.58
H -3.1192 0.5876 -1.8948 -0.38 -0.46 -0.50
H -4.4367 1.4051 -1.3153 -0.11 -0.56 -0.65
O -3.5122 1.1717 -1.2322 0.42 0.54 0.89
H 1.4573 4.5754 2.6301 -0.15 0.13 -0.12
H 0.7257 3.6469 1.6362 -0.04 0.09 0.05
O 1.5110 3.7248 2.1861 0.17 -0.15 0.26
```
Forces are in eV/Å.

Calculated values
HOMO (alpha / beta) = -2.1 / -9.7 eV
multiplicity = 2
orbital gap (alpha / beta) = 2.13 / 9.69 eV
<S²> = 0.751

Mulliken atomic charge list, values in e, 8 entries:
1 C -1.28
2 C -0.12
3 C -1.03
4 N 0.77
5 C -0.31
6 N 0.01
7 N -0.11
8 H 0.31

Number 1: electronic energy -2496.43237 a.u.. Number 2: electronic energy -1775.70860 a.u.. Number 3: electronic energy -467.40436 a.u.. Number 4: electronic energy -1317.44630 a.u..